# 1
# C38H35BN7O6S2Zr

A structure of composition C38H35BN7O6S2Zr in a non-equilibrium geometry (ωB97M-V/def2-TZVPD, the Open Molecules 2025 dataset).

Summary:
F_max: 3.9 eV/A
Highest occupied orbital energy: -11.02 eV

```
! wB97M-V def2-TZVPD RIJCOSX def2/J DEFGRID3
* xyz 1 1
Zr -10.82 -3.09 -17.05
C -15.23 -3.86 -20.58
C -14.39 -4.04 -19.40
C -14.74 -4.89 -18.36
C -13.66 -4.89 -17.45
N -12.76 -4.00 -17.85
N -13.20 -3.49 -19.08
B -12.42 -2.36 -19.81
N -12.26 -1.24 -18.73
N -11.12 -1.09 -17.90
C -11.21 0.14 -17.35
C -12.32 0.77 -17.79
C -12.98 -0.10 -18.67
C -14.10 0.13 -19.63
C -10.18 0.67 -16.46
C -10.54 1.67 -15.50
C -9.57 2.20 -14.68
C -8.19 1.89 -14.95
C -7.80 0.97 -15.92
C -8.83 0.27 -16.63
N -11.11 -3.01 -20.23
N -10.31 -3.61 -19.31
C -9.25 -4.14 -19.95
C -9.35 -3.86 -21.27
C -10.54 -3.14 -21.43
C -11.23 -2.69 -22.73
C -8.33 -5.16 -19.41
C -8.70 -6.30 -18.76
C -7.87 -7.33 -18.37
C -6.50 -7.07 -18.51
C -6.04 -5.85 -19.03
C -6.95 -4.91 -19.50
C -13.54 -5.77 -16.31
C -14.67 -6.16 -15.64
C -14.60 -7.16 -14.67
C -13.41 -7.71 -14.28
C -12.24 -7.31 -14.94
C -12.39 -6.40 -15.96
H -15.69 -4.82 -20.83
H -16.08 -3.18 -20.34
H -14.67 -3.41 -21.39
H -15.47 -5.72 -18.41
H -12.97 -1.94 -20.73
H -12.54 1.77 -17.49
H -14.54 -0.80 -19.91
H -14.83 0.93 -19.35
H -13.68 0.51 -20.55
H -11.57 1.91 -15.47
H -9.84 2.92 -13.84
H -7.44 2.42 -14.38
H -6.77 0.68 -16.10
H -8.49 -0.52 -17.26
H -8.80 -4.23 -22.09
H -11.92 -1.87 -22.54
H -10.52 -2.39 -23.53
H -11.78 -3.61 -23.08
H -9.82 -6.42 -18.61
H -8.21 -8.27 -17.93
H -5.75 -7.75 -18.18
H -4.95 -5.73 -19.10
H -6.53 -4.00 -20.05
H -15.65 -5.64 -15.76
H -15.53 -7.44 -14.17
H -13.47 -8.38 -13.41
H -11.29 -7.72 -14.72
H -11.51 -6.18 -16.59
O -9.14 -5.45 -13.79
S -8.75 -5.86 -15.09
O -9.17 -7.10 -15.69
N -9.27 -4.63 -16.16
C -8.26 -3.83 -16.54
O -8.55 -2.77 -17.16
C -6.96 -4.28 -16.14
C -5.71 -3.75 -16.49
C -4.56 -4.34 -15.97
C -4.66 -5.58 -15.21
C -5.91 -6.05 -14.84
C -7.04 -5.47 -15.41
H -5.64 -2.76 -17.03
H -3.59 -3.98 -16.19
H -3.67 -6.01 -14.81
H -5.96 -7.00 -14.33
C -11.74 -3.34 -13.17
S -11.72 -2.20 -14.53
O -12.42 -2.92 -15.64
O -12.25 -0.98 -14.09
O -10.31 -2.18 -15.00
H -12.72 -3.46 -12.77
H -11.08 -2.96 -12.41
H -11.18 -4.23 -13.58
*
```

=====

# 2
# C38H35CrFN5O8

A structure of composition C38H35CrFN5O8 in a non-equilibrium geometry (ωB97M-V/def2-TZVPD, the Open Molecules 2025 dataset).

Summary:
F_max: 2.1 eV/A
Highest occupied orbital energy (spin up / spin down): -4.68 / -4.77 eV

```
! wB97M-V def2-TZVPD RIJCOSX def2/J DEFGRID3
* xyz -1 5
Cr -0.97 2.15 1.48
O 3.10 -0.55 3.43
C 2.42 -0.32 4.56
C 2.87 -0.92 5.74
C 2.23 -0.69 6.94
C 1.12 0.14 6.98
C 0.63 0.71 5.82
C 1.26 0.48 4.60
C 0.68 1.04 3.36
O -0.55 1.32 3.27
N 1.52 1.21 2.34
N 0.92 1.73 1.26
C 1.60 1.77 0.15
C 1.11 2.22 -1.10
C 1.88 2.04 -2.26
C 1.47 2.49 -3.49
C 0.24 3.16 -3.60
C -0.54 3.35 -2.50
C -0.17 2.87 -1.22
O -0.95 3.04 -0.22
H 2.69 0.02 2.73
H 3.73 -1.57 5.68
H 2.59 -1.16 7.85
H 0.62 0.34 7.92
H -0.24 1.34 5.83
H 2.63 1.39 0.19
H 2.82 1.52 -2.16
H 2.08 2.34 -4.36
H -0.09 3.51 -4.57
H -1.50 3.84 -2.57
C -3.20 -3.33 -3.78
C -2.34 -2.16 -4.23
N -1.83 -1.42 -3.09
C -2.57 -0.38 -2.61
C -2.34 0.28 -1.45
C -3.29 1.45 -1.09
O -4.03 1.82 -2.01
O -3.24 1.87 0.08
C -1.25 -0.13 -0.61
O -1.01 0.33 0.53
C -0.39 -1.16 -1.18
C 0.79 -1.52 -0.52
C 1.65 -2.45 -1.05
F 2.82 -2.65 -0.39
C 1.35 -3.17 -2.23
C 0.16 -2.81 -2.87
C -0.69 -1.80 -2.40
N 2.16 -4.16 -2.76
C 2.28 -4.34 -4.19
C 1.57 -5.52 -4.73
N 3.58 -6.95 -3.32
C 2.95 -6.45 -2.11
C 3.08 -4.93 -1.95
H -3.60 -3.87 -4.63
H -4.03 -2.97 -3.18
H -2.61 -4.02 -3.18
H -2.94 -1.47 -4.82
H -1.51 -2.51 -4.84
H -3.40 -0.06 -3.23
H 1.03 -1.04 0.41
H -0.09 -3.36 -3.76
H 3.35 -4.43 -4.42
H 1.94 -3.40 -4.68
H 2.02 -6.13 -5.48
H 0.69 -5.89 -4.23
H 4.58 -6.80 -3.28
H 3.41 -7.95 -3.41
H 3.38 -6.90 -1.20
H 1.89 -6.72 -2.16
H 4.12 -4.65 -2.17
H 2.88 -4.71 -0.90
C -4.51 4.22 1.75
C -3.28 3.76 2.47
O -2.96 2.58 2.50
C -2.48 4.78 3.16
C -3.09 5.76 3.93
C -2.35 6.65 4.68
C -0.96 6.60 4.59
C -0.33 5.69 3.78
C -1.06 4.71 3.06
O -0.47 3.85 2.32
H -4.46 3.78 0.75
H -4.56 5.30 1.70
H -5.40 3.83 2.23
H -4.18 5.78 3.98
H -2.84 7.37 5.32
H -0.36 7.30 5.17
H 0.75 5.68 3.69
*
```

=====

# 3
# C38H35N2O2P2SSbSe4Y

A structure of composition C38H35N2O2P2SSbSe4Y in a non-equilibrium geometry (ωB97M-V/def2-TZVPD, the Open Molecules 2025 dataset).

Summary:
F_max: 9.4 eV/A
Highest occupied orbital energy: -2.58 eV

```
! wB97M-V def2-TZVPD RIJCOSX def2/J DEFGRID3
* xyz -1 1
Y 1.02 0.20 0.84
C 5.93 -3.47 -3.17
C 5.10 -3.16 -1.95
C 3.72 -3.37 -1.98
C 2.94 -3.08 -0.87
C 3.54 -2.52 0.24
C 4.92 -2.30 0.30
C 5.69 -2.63 -0.80
S 2.60 -1.91 1.58
O 2.97 -2.60 2.79
O 1.16 -2.03 1.22
N 2.87 -0.28 1.75
C 2.24 -0.02 2.98
C 2.99 0.16 4.15
C 2.35 0.17 5.36
C 0.96 0.00 5.40
C 0.28 -0.09 4.21
N 0.88 -0.06 3.00
H 6.25 -2.54 -3.65
H 5.36 -4.04 -3.89
H 6.83 -4.03 -2.89
H 3.23 -3.73 -2.87
H 1.87 -3.24 -0.92
H 5.34 -1.85 1.18
H 6.76 -2.46 -0.77
H 4.06 0.23 4.05
H 2.92 0.29 6.27
H 0.42 -0.07 6.33
H -0.79 -0.20 4.19
C -2.81 3.47 -0.18
C -1.99 3.49 1.13
P -0.85 1.99 1.17
C -2.02 0.75 1.90
C -2.65 0.97 3.13
C -3.54 0.04 3.66
C -3.82 -1.12 2.96
C -3.22 -1.35 1.73
C -2.33 -0.42 1.21
C 0.28 2.64 2.54
C 1.64 2.69 2.18
C 2.63 3.16 3.04
C 2.27 3.61 4.30
C 0.93 3.61 4.67
C -0.05 3.14 3.80
P -2.09 2.07 -1.14
C -0.72 2.86 -2.07
C -0.40 2.45 -3.36
C 0.85 2.71 -3.91
C 1.78 3.45 -3.20
C 1.45 3.95 -1.95
C 0.23 3.62 -1.37
C -3.25 1.55 -2.44
C -2.95 0.40 -3.15
C -3.74 0.00 -4.22
C -4.89 0.73 -4.52
C -5.24 1.84 -3.77
C -4.41 2.27 -2.74
H -2.76 4.41 -0.72
H -3.86 3.23 0.01
H -2.62 3.43 2.01
H -1.39 4.39 1.23
H -2.45 1.87 3.70
H -4.00 0.24 4.62
H -4.51 -1.85 3.37
H -3.45 -2.24 1.16
H -1.91 -0.62 0.24
H 1.96 2.39 1.18
H 3.66 3.15 2.72
H 3.03 3.96 4.99
H 0.64 3.98 5.65
H -1.08 3.19 4.12
H -1.08 1.86 -3.96
H 1.07 2.27 -4.86
H 2.76 3.64 -3.61
H 2.16 4.55 -1.39
H 0.00 4.02 -0.40
H -2.10 -0.20 -2.88
H -3.41 -0.83 -4.84
H -5.51 0.42 -5.36
H -6.15 2.38 -3.99
H -4.67 3.16 -2.18
Se -0.32 -0.46 -5.68
Sb 0.83 -1.08 -3.61
Se 0.39 -0.59 -1.19
Se 2.40 0.08 -1.12
Se 0.57 -3.52 -3.93
*
```